ORCA calculation (ωB97M-V/def2-TZVPD) on 9 unconnected molecules or ions with the total composition C20H36F6O28PS6 at a distorted geometry.

Geometry as ORCA input:
```
! wB97M-V def2-TZVPD RIJCOSX def2/J DEFGRID3
* xyz 0 2
H -3.944 3.441 1.960
H -3.413 0.075 0.379
C 2.516 3.284 0.090
C -0.450 0.431 5.620
H -2.541 2.506 -2.022
O 2.493 -3.248 -0.640
S -0.598 -2.333 -6.079
H 2.801 -2.780 3.664
C -1.517 4.408 -1.808
H -0.386 -1.915 -2.669
H -2.412 2.805 1.141
C -4.000 1.459 1.950
H 4.508 2.766 0.836
C -4.795 1.524 -0.299
O -1.503 4.787 -5.563
H -1.259 0.237 -4.204
H -3.269 1.006 2.620
H 4.138 -0.643 3.105
S -3.893 -5.213 0.670
C 3.739 -2.718 -2.557
S -2.147 4.402 -4.308
F 0.087 -1.618 0.308
O -4.081 2.696 -0.030
C 3.710 -1.205 2.275
H 0.046 0.240 6.571
O -5.420 1.226 -1.269
H 1.001 0.746 4.081
H 3.602 -2.241 -3.527
O 4.551 4.270 -0.565
O -4.232 -5.533 2.055
C -3.489 2.716 1.285
H -1.919 -2.020 -3.452
O 5.479 -3.755 3.183
O 4.786 -1.895 1.622
O -4.882 -5.630 -0.389
O 3.779 6.159 0.991
C -0.284 2.552 4.145
H 4.209 2.256 -0.774
O 0.838 -4.371 -2.381
O 3.756 6.503 -1.524
H -2.125 -2.549 1.502
H 4.808 -2.701 -2.345
O -0.367 -2.755 -4.505
H 1.275 1.702 5.447
H -0.475 2.558 3.072
F 0.808 0.134 -0.891
H 1.836 2.651 -0.481
O -0.351 -0.748 -5.630
H -0.514 4.484 -1.386
O -3.752 -3.505 0.662
C 4.012 3.076 -0.084
S 3.668 5.633 -0.354
O 5.343 -4.227 0.680
C -4.312 0.556 0.766
O -2.302 -5.457 0.254
H -0.656 -0.544 5.176
H 3.431 -1.462 -0.747
O -3.605 4.344 -4.245
H -0.682 -4.209 0.040
H 1.734 -2.098 2.329
H 0.418 -0.119 -3.859
H -1.017 -4.647 1.694
C -0.498 -0.539 -4.275
H 1.991 -1.644 -1.848
O -1.632 1.245 5.661
O 3.151 -3.513 1.933
O 2.392 4.537 -0.522
C -2.409 -3.159 0.644
O 0.477 -2.918 -6.889
C 0.464 1.357 4.806
O -1.565 2.972 -3.729
C -1.593 2.951 -2.327
O -2.645 3.051 4.547
F -0.325 1.717 0.403
S 4.821 -3.535 1.878
H -4.979 1.722 2.349
H -2.393 4.543 -1.173
C 2.862 -2.122 -1.402
F -1.182 -0.035 1.690
F -1.319 -0.099 -0.764
H 2.193 3.201 1.127
S 2.079 -4.544 -1.606
F 1.132 0.250 1.415
C -0.861 -1.844 -3.647
P -0.114 0.043 0.413
H -5.034 -0.254 0.864
O 2.384 -5.787 -0.907
O -1.545 5.191 -2.951
C 2.738 -2.372 2.655
H 0.191 3.453 4.533
C -1.650 2.344 4.800
O -1.996 -2.386 -6.531
H -0.735 2.346 -2.036
H -2.222 -2.573 -0.256
O 3.241 -4.096 -2.664
C -1.492 -4.412 0.741
H 3.292 -0.587 1.481
*
```

Values from the calculation:
Expectation value of S²: 0.758
Highest occupied orbital energy (spin up / spin down): -10.914 / -10.914 eV
HOMO-LUMO gap (spin up / spin down): 8.44 / 3.15 eV
LUMO energy (spin up / spin down): -2.48 / -7.76 eV